The following is a quantum chemistry calculation of a molecular structure, C17H19AsF6IrN3O2, from the Open Molecules 2025 dataset.

Output
HOMO energy (alpha / beta), eV: -10.763 / -10.754
Net charge: +1
Multiplicity: 2
ΔE to the lowest compared entry with this formula, charge and spin, eV: 2.119
HOMO-LUMO gap (alpha / beta), eV: 4.897 / 4.889

Each line ends with the Löwdin spin population.
Positions of all 49 atoms, in Å:
Ir (-0.72, 0.42, 0.52)  0.87
O (-1.57, 5.31, -1.53)  0.00
C (-1.49, 5.52, -0.22)  0.00
C (-1.61, 6.85, 0.22)  0.00
C (-1.53, 7.14, 1.56)  0.00
C (-1.33, 6.14, 2.52)  0.00
C (-1.21, 4.84, 2.11)  0.00
C (-1.29, 4.50, 0.74)  0.00
C (-1.16, 3.10, 0.38)  0.01
O (-1.06, 2.22, 1.33)  0.03
N (-1.16, 2.77, -0.92)  0.00
N (-1.02, 1.44, -1.07)  0.01
C (-1.04, 0.83, -2.21)  0.02
C (-0.93, -0.61, -2.12)  0.00
C (-1.00, -1.44, -3.25)  0.00
C (-0.99, -2.80, -3.09)  0.00
C (-0.94, -3.33, -1.80)  0.00
C (-0.84, -2.47, -0.73)  0.00
N (-0.81, -1.12, -0.87)  0.01
H (-1.45, 4.36, -1.71)  0.00
H (-1.76, 7.61, -0.53)  0.00
H (-1.63, 8.18, 1.88)  0.00
H (-1.26, 6.39, 3.57)  0.00
H (-1.05, 4.05, 2.82)  0.00
H (-1.17, 1.37, -3.14)  0.00
H (-1.08, -0.99, -4.23)  0.00
H (-1.05, -3.46, -3.95)  0.00
H (-1.00, -4.39, -1.62)  0.00
H (-0.90, -2.82, 0.30)  0.00
F (1.75, -0.03, 1.16)  0.04
As (1.53, -0.39, 2.89)  0.00
F (1.06, -0.82, 4.47)  0.00
F (-0.25, -0.60, 2.37)  0.00
F (1.18, 1.26, 3.13)  0.00
F (1.71, -2.07, 2.47)  0.00
F (3.19, -0.23, 3.19)  0.00
C (1.37, -5.07, 0.80)  0.00
C (2.00, -4.22, -0.30)  0.00
C (2.24, -4.93, -1.62)  0.00
C (1.61, -2.86, -0.34)  0.00
H (1.95, -5.97, 0.96)  0.00
H (0.37, -5.38, 0.49)  0.00
H (1.30, -4.52, 1.74)  0.00
H (3.00, -3.84, 0.10)  0.00
H (1.28, -5.23, -2.05)  0.00
H (2.83, -5.83, -1.46)  0.00
H (2.76, -4.30, -2.34)  0.00
H (1.32, -2.36, 0.57)  0.00
H (1.87, -2.23, -1.19)  0.00

The following is a quantum chemistry calculation of a single C17H19BClNO3 molecule, from the Open Molecules 2025 dataset.

Output
HOMO energy, eV: -8.349
Net charge: 0
SMILES: CC(C)c1c(Oc2ccc(CN)cc2Cl)ccc2c1B(O)OC2
Multiplicity: 1
ΔE to the lowest compared entry with this formula, charge and spin, eV: 0.381
HOMO-LUMO gap, eV: 8.963

Each line ends with the Löwdin charge.
Positions of all 42 atoms, in Å:
C (-3.24, -1.10, -2.26)  -0.04
C (-1.73, -0.82, -2.13)  -0.35
C (-0.89, -1.39, -3.29)  -0.04
C (-1.15, -1.20, -0.79)  -0.10
C (-0.77, -0.18, 0.12)  -0.26
O (-0.66, 1.16, -0.41)  -0.01
C (0.39, 1.96, 0.10)  -0.23
C (0.23, 3.33, 0.27)  0.00
C (1.31, 4.11, 0.67)  -0.03
C (2.54, 3.51, 0.98)  -0.23
C (3.68, 4.33, 1.53)  -0.27
N (3.84, 4.16, 2.95)  0.00
C (2.69, 2.15, 0.81)  -0.07
C (1.66, 1.37, 0.40)  -0.54
Cl (1.91, -0.29, 0.00)  0.83
C (-0.60, -0.46, 1.46)  -0.06
C (-0.70, -1.75, 1.93)  -0.03
C (-0.98, -2.77, 1.05)  -0.17
C (-1.22, -2.51, -0.30)  0.05
B (-1.53, -3.98, -0.75)  -0.55
O (-1.65, -4.28, -2.08)  0.16
O (-1.62, -4.95, 0.28)  0.10
C (-1.22, -4.20, 1.40)  -0.15
H (-3.78, -0.70, -1.37)  0.09
H (-3.40, -2.18, -2.21)  0.07
H (-3.68, -0.75, -3.20)  0.08
H (-1.60, 0.30, -2.15)  0.14
H (0.16, -1.24, -3.09)  0.07
H (-1.08, -2.46, -3.32)  0.06
H (-1.12, -1.04, -4.31)  0.09
H (-0.75, 3.71, 0.07)  0.12
H (1.22, 5.17, 0.81)  0.11
H (3.60, 5.40, 1.25)  0.12
H (4.63, 4.01, 1.07)  0.12
H (4.02, 3.20, 3.20)  0.07
H (2.97, 4.43, 3.40)  0.07
H (3.67, 1.74, 0.97)  0.12
H (-0.50, 0.35, 2.18)  0.13
H (-0.56, -1.99, 2.97)  0.12
H (-1.77, -5.24, -2.22)  0.12
H (-0.32, -4.68, 1.86)  0.15
H (-2.03, -4.23, 2.14)  0.14

The following is a quantum chemistry calculation of 2 unconnected molecules or ions with the total composition C17H19BFN2O3, from the Open Molecules 2025 dataset.

Output
HOMO energy, eV: -11.521
Net charge: +1
Multiplicity: 1
HOMO-LUMO gap, eV: 8.195

Each line ends with the Löwdin charge.
Positions of all 43 atoms, in Å:
C (-0.58, -1.63, 1.45)  0.14
C (-1.45, -0.85, 1.21)  -0.13
C (-2.53, 0.08, 0.90)  -0.12
C (-2.64, 0.40, -0.59)  -0.17
N (-2.93, -0.79, -1.48)  0.17
C (-1.59, -1.30, -1.95)  -0.10
B (-1.61, -2.19, -3.29)  -0.57
O (-1.24, -3.51, -3.18)  0.19
O (-2.03, -1.64, -4.47)  0.19
C (-0.73, -0.04, -2.14)  -0.16
C (0.71, -0.34, -1.66)  -0.14
C (1.69, 0.49, -2.35)  -0.13
C (2.50, 1.17, -2.90)  0.15
C (-1.41, 1.02, -1.23)  -0.17
O (-1.83, 2.20, -1.95)  0.05
C (-0.90, 3.10, -2.03)  -0.33
N (-0.05, 3.87, -2.12)  0.21
H (0.32, -2.20, 1.47)  0.07
H (-3.46, -0.33, 1.26)  0.14
H (-2.33, 1.03, 1.39)  0.15
H (-3.49, 1.07, -0.67)  0.17
H (-3.42, -0.41, -2.29)  0.20
H (-3.51, -1.50, -1.05)  0.20
H (-1.22, -1.95, -1.17)  0.13
H (-0.33, -3.68, -3.45)  0.13
H (-1.33, -1.51, -5.13)  0.14
H (-0.81, 0.34, -3.15)  0.16
H (0.97, -1.38, -1.85)  0.13
H (0.78, -0.16, -0.59)  0.10
H (3.28, 1.72, -3.35)  0.04
H (-0.75, 1.35, -0.42)  0.16
F (1.23, 0.72, 1.62)  0.01
C (1.95, 0.68, 2.77)  -0.28
C (1.31, 0.33, 3.94)  -0.03
C (2.05, 0.28, 5.11)  -0.07
C (3.41, 0.58, 5.09)  -0.08
C (4.03, 0.93, 3.90)  -0.07
C (3.30, 0.98, 2.72)  -0.01
H (0.25, 0.11, 3.93)  0.11
H (1.57, 0.01, 6.04)  0.11
H (3.98, 0.54, 6.01)  0.11
H (5.08, 1.16, 3.88)  0.11
H (3.76, 1.24, 1.78)  0.12

The following is a quantum chemistry calculation of 2 unconnected molecules or ions with the total composition C17H19Br2N2, from the Open Molecules 2025 dataset.

Output
HOMO energy, eV: -10.174
Net charge: +1
Multiplicity: 1
ΔE to the lowest compared entry with this formula, charge and spin, eV: 0.920
HOMO-LUMO gap, eV: 4.309

Each line ends with the Löwdin charge.
Positions of all 40 atoms, in Å:
Br (0.50, -6.03, -4.89)  0.82
C (0.59, -4.56, -3.70)  -0.65
C (1.77, -3.79, -3.63)  -0.09
C (1.85, -2.74, -2.72)  0.00
C (0.77, -2.41, -1.86)  -0.20
C (0.91, -1.36, -0.89)  0.05
C (-0.12, -0.90, -0.07)  -0.08
C (0.07, -0.10, 1.06)  0.02
C (-1.01, 0.17, 1.98)  -0.23
C (-0.78, 0.31, 3.38)  0.00
C (-1.84, 0.48, 4.27)  -0.09
C (-3.16, 0.56, 3.79)  -0.66
Br (-4.60, 0.83, 4.98)  0.82
C (-3.41, 0.43, 2.41)  -0.09
C (-2.35, 0.23, 1.52)  -0.01
C (-0.42, -3.17, -1.99)  0.01
C (-0.51, -4.23, -2.89)  -0.09
H (2.60, -4.02, -4.29)  0.11
H (2.77, -2.14, -2.67)  0.13
H (1.91, -0.93, -0.75)  0.14
H (-1.15, -1.19, -0.33)  0.11
H (1.08, 0.15, 1.37)  0.14
H (0.24, 0.22, 3.76)  0.13
H (-1.66, 0.54, 5.34)  0.11
H (-4.44, 0.48, 2.04)  0.11
H (-2.56, 0.11, 0.46)  0.12
H (-1.28, -2.94, -1.36)  0.11
H (-1.43, -4.81, -2.98)  0.11
C (1.23, 4.25, 0.91)  -0.09
N (1.39, 3.07, 0.08)  -0.36
C (2.18, 3.29, -1.12)  -0.09
N (0.16, 2.50, -0.22)  0.04
H (2.23, 4.55, 1.25)  0.09
H (0.78, 5.11, 0.38)  0.09
H (0.61, 4.01, 1.78)  0.08
H (3.18, 3.58, -0.79)  0.09
H (2.25, 2.36, -1.70)  0.07
H (1.79, 4.09, -1.77)  0.09
H (0.26, 1.66, -0.77)  0.07
H (-0.39, 2.35, 0.63)  0.07

The following is a quantum chemistry calculation of a molecular structure, C17H19BrI2KN2O6, from the Open Molecules 2025 dataset.

Output
HOMO energy, eV: -5.908
Net charge: -1
Multiplicity: 1
ΔE to the lowest compared entry with this formula, charge and spin, eV: 0.000
HOMO-LUMO gap, eV: 8.041

Each line ends with the Löwdin charge.
Positions of all 48 atoms, in Å:
K (-0.37, -0.43, 0.75)  0.77
I (-0.32, -2.91, 3.97)  0.73
C (-0.03, -4.53, 2.63)  -1.17
I (-1.84, -5.46, 2.02)  0.64
H (0.58, -5.27, 3.13)  -0.04
H (0.45, -4.11, 1.75)  -0.08
O (2.99, -3.60, 1.45)  -0.01
C (2.33, -2.60, 1.14)  -0.68
O (1.16, -2.54, 0.69)  -0.17
C (3.03, -1.25, 1.35)  -0.18
C (4.41, -1.15, 1.12)  -0.01
C (5.03, 0.07, 1.27)  -0.08
C (4.27, 1.16, 1.68)  -0.08
C (2.92, 0.96, 1.92)  -0.14
N (2.31, -0.20, 1.74)  0.08
H (4.94, -2.05, 0.83)  0.11
H (6.09, 0.18, 1.07)  0.10
H (4.72, 2.14, 1.82)  0.09
H (2.30, 1.79, 2.26)  0.10
C (-3.59, -1.26, 0.70)  -0.10
O (-3.03, -0.39, 1.67)  -0.25
C (-3.40, 0.95, 1.46)  -0.22
C (-2.64, 1.81, 2.46)  -0.20
O (-1.25, 1.85, 2.21)  -0.23
C (-0.91, 2.78, 1.18)  -0.10
H (-4.68, -1.26, 0.76)  0.09
H (-3.23, -2.27, 0.91)  0.07
H (-3.29, -0.96, -0.31)  0.08
H (-4.48, 1.08, 1.62)  0.13
H (-3.16, 1.25, 0.43)  0.11
H (-2.77, 1.38, 3.45)  0.13
H (-3.06, 2.82, 2.46)  0.12
H (-1.24, 3.79, 1.46)  0.09
H (-1.34, 2.49, 0.22)  0.07
H (0.18, 2.76, 1.08)  0.08
Br (2.40, 1.51, -6.37)  0.70
C (0.78, 1.20, -5.44)  -0.67
C (-0.39, 0.99, -6.16)  -0.22
N (-1.56, 0.76, -5.57)  0.06
C (-1.58, 0.75, -4.23)  -0.08
C (-0.47, 0.96, -3.43)  -0.10
C (0.75, 1.19, -4.06)  -0.05
C (-0.56, 0.93, -1.91)  -0.68
O (0.49, 1.18, -1.28)  -0.07
O (-1.68, 0.62, -1.43)  -0.10
H (-0.37, 0.99, -7.24)  0.09
H (-2.54, 0.56, -3.76)  0.11
H (1.63, 1.35, -3.45)  0.12

| no. | electronic energy (Eh) |
| --- | --- |
| 1 | -3913.0300 |
| 2 | -1424.7974 |
| 3 | -1118.8143 |
| 4 | -5916.3970 |
| 5 | -4989.6587 |